Record 1
Here is a structure of composition C19H20BN8NaSSe2Te2 from OMol25. Energies are from ωB97M-V/def2-TZVPD.

Geometry (Å):
1 H -0.24624 -3.46537 -2.05492
2 C -4.37589 2.12175 0.58783
3 H -4.81044 2.88632 -0.05888
4 H 2.65558 4.14880 2.15491
5 C -0.33598 -3.79709 -4.17701
6 H -6.25115 1.21831 1.18402
7 C 4.31081 -0.04613 1.51713
8 N 0.16686 0.00273 2.75744
9 C 0.27156 -1.13058 -4.47953
10 Se -0.61583 -3.34988 0.64137
11 C 0.44970 3.33823 -0.09808
12 H -4.17914 2.58595 1.55599
13 N 1.19541 0.73546 3.22524
14 H 5.46759 -1.53750 0.37001
15 S 0.66458 0.55576 -4.34506
16 H 4.97530 0.45027 2.20505
17 N 0.38673 -0.78549 -2.15609
18 N 3.00309 0.27735 1.47420
19 H -5.50578 0.45038 -0.23398
20 C -5.30716 0.91159 0.73174
21 H -0.58692 -4.84292 -4.05547
22 H -4.85100 0.13648 1.34600
23 H -0.28934 3.37205 -0.88437
24 B 2.28717 1.34606 2.31835
25 C 0.16105 -1.68327 -3.19577
26 N -2.14307 1.16049 -0.32488
27 H 1.85961 1.40782 5.11081
28 Te -0.73432 -5.73482 -0.15530
29 C 0.08501 -1.90052 -5.62405
30 H 2.97786 -1.97279 -0.74168
31 H 1.13585 5.43983 0.25921
32 C 1.17262 4.38871 0.49101
33 Se -2.45322 -2.11046 -0.32639
34 C 0.65042 0.38112 -2.61068
35 H -0.37719 -3.86007 -6.32941
36 Te -4.68215 -3.19324 0.08530
37 C -3.09392 1.69382 0.02997
38 C 4.53847 -1.03934 0.58900
39 H -1.43457 -0.96043 3.66787
40 N 2.36540 -0.46546 0.55092
41 N 1.67849 2.44051 1.40063
42 C -0.22082 -3.23869 -5.45548
43 N 0.76191 2.17377 0.45405
44 Na -0.08935 -0.37923 0.36738
45 C -0.01068 0.17941 4.99094
46 H 0.84610 1.23173 -1.96883
47 H -0.36787 0.06307 6.00003
48 H 0.17019 -1.46472 -6.61167
49 H 3.10675 1.87894 3.03191
50 C -0.14860 -3.03377 -3.04368
51 C 3.27489 -1.26174 0.01382
52 C 1.11158 0.85727 4.56453
53 C 1.94275 3.75900 1.44725
54 C -0.56273 -0.33948 3.80729

For the total energy, the calculation gives -193161.3442 eV. The calculation puts the HOMO-LUMO gap at 3.7967 eV. The calculation puts the HOMO energy at -0.261 eV. As for the total charge: -2.

---

Record 2
Here is a structure of composition C19H20BrFeN2O2SSe2 from OMol25. Energies are from ωB97M-V/def2-TZVPD.

Geometry (Å):
1 N 0.03654 0.18227 2.11148
2 H -1.99556 -2.32535 -0.13345
3 H 3.85591 5.10946 -0.56554
4 H -2.15110 -4.80311 -0.00468
5 H 1.56405 4.68010 0.03875
6 C 2.94171 3.13300 -1.96334
7 C 4.10160 4.15371 -0.08347
8 C 1.17894 -2.98364 0.00612
9 C 3.44928 1.78571 0.20558
10 C 2.99630 3.12263 -0.41478
11 H -2.68939 -0.03633 4.05810
12 H 2.74192 4.16310 -2.28761
13 C -0.01975 -5.05872 0.06835
14 C 1.17823 -4.36808 0.07230
15 Fe 0.26340 0.49812 -0.08133
16 C -2.19520 0.10551 1.35191
17 C -4.19411 0.06300 -0.07643
18 S -3.92939 0.03963 1.61337
19 H 1.46401 -0.09973 5.13197
20 C -0.66668 -0.05787 4.77338
21 Se -0.03557 2.76556 -0.10456
22 Se 2.56348 0.07565 -0.25426
23 C -1.63992 -0.00375 3.79971
24 H 4.49982 1.61880 -0.02994
25 O 4.32445 4.32997 1.30137
26 H 1.81554 3.50503 1.34289
27 H 2.06976 2.27038 -3.48003
28 C 0.96811 0.09397 3.05729
29 C -3.03240 0.11577 -0.78691
30 H 3.93527 2.84500 -2.33057
31 C -1.10284 -2.93430 -0.07216
32 H 2.11294 -2.43676 0.01643
33 H -0.94046 -0.12317 5.81844
34 H 5.05308 3.80333 -0.48816
35 H -0.03534 -6.13877 0.11641
36 C -1.18616 -4.31560 -0.00181
37 H 3.54946 4.73788 1.69819
38 C -1.26351 0.09687 2.45582
39 H -5.20700 0.02248 -0.44785
40 C 0.67367 -0.03264 4.39884
41 H 3.36310 1.86287 1.28799
42 N 0.05473 -2.27440 -0.07136
43 H -3.02220 0.14285 -1.86829
44 C 1.70972 3.62161 0.26337
45 C -1.85919 0.12036 0.02050
46 Br 2.82369 -5.29956 0.16666
47 H 1.99568 0.12354 2.71161
48 O 1.96787 2.28401 -2.52230

Its spin multiplicity is 6. For the total energy, the calculation gives -273058.9359 eV. The calculation puts the HOMO-LUMO gap (alpha / beta) at 7.6455 / 7.2381 eV. The calculation puts the HOMO energy (alpha / beta) at -7.382 / -7.944 eV. As for the total charge: 0.

---

Result set for max |F|: 0.56, 1.68 eV/A, one per record in the order listed.